Computed, not measured: a structure of composition C26H29AsN3OPdS, with ωB97M-V/def2-TZVPD.

Atoms and positions in Å:
H1 0.7837 -4.7099 -1.8219
C1 -2.8615 1.2254 -3.7447
H2 -0.4772 5.1382 -2.6327
H3 2.6006 -4.2970 -3.4610
C2 0.4262 2.1878 -3.7177
C3 -3.5611 0.6732 3.4592
H4 -2.6562 -3.1923 2.8767
C4 -2.1835 0.1424 -3.1866
C5 -1.3998 -4.2652 1.5233
C6 -1.3535 -0.6230 -4.0107
C7 -0.4899 -4.1655 0.4839
H5 -0.8600 -1.4943 -3.5933
H6 2.4084 4.7258 -1.3240
H7 0.5214 1.1106 -3.6060
C8 -1.9468 -3.1192 2.0682
As1 0.7152 3.0321 -2.0281
H8 -0.0373 -5.0527 0.0690
C9 2.2519 -3.5007 -2.8173
C10 0.8251 -2.6894 -1.0909
H9 -3.5192 1.8184 -3.1213
H10 1.1523 2.5500 -4.4442
C11 -3.0272 1.8199 2.9100
S1 -2.4017 -0.3004 -1.4939
Pd1 -0.2898 0.0693 -0.4123
H11 -1.6536 2.8853 0.2249
H12 2.6168 4.3130 -3.0414
H13 -0.5292 -0.9031 -5.9656
H14 -1.6090 3.9254 -1.9904
N1 1.3254 -1.4453 -1.2096
C12 -1.1774 -0.2972 -5.3452
H15 -3.5072 -1.4641 3.4326
H16 2.7568 0.6714 -1.1778
H17 -3.2413 2.3780 -5.5090
H18 -3.3746 2.7976 3.2124
C13 1.2395 -3.7350 -1.8989
H19 3.1805 3.1944 -1.7700
C14 -2.0339 1.7181 1.9413
C15 -3.0914 -0.5551 3.0287
C16 -2.0916 -0.5863 2.0681
C17 2.3310 -1.2289 -2.0624
N2 -0.6810 -1.8074 0.5634
C18 -0.1595 -2.9046 0.0118
N3 -1.5658 0.5310 1.5417
H20 -0.5861 2.4018 -4.0621
C19 2.4139 3.9139 -2.0489
O1 0.6857 1.9821 -0.7117
C20 -1.5608 -1.8839 1.5580
H21 -1.6779 -5.2357 1.9105
H22 3.6471 -2.0392 -3.5452
H23 -4.3386 0.7298 4.2089
C21 2.9425 0.1365 -2.1061
H24 -0.3857 2.9811 1.4290
H25 -1.9256 3.8381 1.6980
C22 -2.6982 1.5420 -5.0869
H26 -0.5562 4.8386 -0.8773
H27 4.0145 0.0632 -2.2869
H28 -1.7176 1.0481 -6.9326
C23 -1.8476 0.7932 -5.8893
H29 2.5195 0.7170 -2.9301
C24 -0.6290 4.3824 -1.8623
C25 2.8242 -2.2470 -2.8750
C26 -1.4661 2.9368 1.2965

Values from the calculation:
<S²> = 2.010
orbital gap (alpha / beta) = 6.993 / 6.430 eV
energy above the lowest of the compared OMol25 structures with the same formula, charge and spin = 0.220 eV
total charge = +1
2S+1 = 3


Computed, not measured: a structure of composition C26H29BF2N13O5S3Zr, with ωB97M-V/def2-TZVPD.

Atoms and positions in Å:
C1 -1.3963 -3.4737 -0.2773
H1 1.2448 0.6680 -2.8144
C2 4.0089 4.0557 3.4741
N1 -3.9585 1.2765 0.0007
N2 3.5826 4.2543 2.1242
H2 2.9436 2.5656 6.3092
O1 -2.1057 -5.5704 2.1111
S1 4.3428 6.8569 1.7999
B1 1.1259 0.8995 0.1776
S2 2.9421 5.1112 -0.1629
C3 3.1722 -4.2583 -2.9499
C4 1.6246 -2.4638 -2.0437
C5 4.7934 3.6311 6.0911
C6 3.7190 5.3931 1.3929
F1 1.7558 0.6586 1.3357
N3 -5.3992 -0.3344 -0.8296
C7 3.2023 -1.9007 -3.7432
C8 -0.3470 -3.9274 2.1237
H3 -1.3796 2.1269 -2.3953
C9 -6.4197 0.6594 -1.1479
H4 3.0838 0.1636 -4.3525
H5 5.8592 5.1182 3.2386
H6 -2.1318 3.4907 1.4234
C10 5.2243 4.5613 3.9116
H7 -2.0949 -0.0779 -5.8979
O2 3.6604 -4.6821 -3.9751
C11 3.5846 3.1233 5.6388
H8 -5.2249 -1.8359 -2.3275
N4 -1.2756 0.1341 -2.7277
C12 -1.8541 0.2233 -4.8938
H9 6.5549 4.7388 5.5691
N5 1.1163 -1.2272 -2.0102
C13 -1.5235 -0.5960 -3.8079
C14 2.5335 3.5069 0.3579
H10 3.3980 -5.9383 -1.8341
H11 -5.2014 -2.4220 -0.6449
C15 -0.4175 -3.3398 0.8532
N6 2.9109 3.2120 1.5423
H12 -6.7063 -1.8612 -1.3601
N7 -1.4431 1.4110 -3.1021
H13 2.8188 -4.5802 -0.9365
C16 2.6956 -0.6142 -3.7105
H14 -7.3874 0.1672 -1.1404
N8 3.0347 -4.9998 -1.8217
O3 -2.3369 -4.2491 -0.2385
C17 2.6618 -2.8436 -2.8791
H15 -3.3510 -1.6637 -1.0938
C18 -2.7834 1.9227 0.2988
Zr1 -0.7887 -0.6137 -0.4619
H16 -1.9597 2.4652 -4.8580
N9 -1.6405 1.5966 -0.2239
F2 -1.2729 -0.5313 1.4427
H17 -6.2589 1.1070 -2.1321
H18 -2.2870 -5.1077 1.2603
H19 2.2479 2.9355 3.9676
N10 1.0446 -2.2431 1.9398
C19 -1.0908 -5.0439 2.7798
H20 1.1502 -3.1858 -1.3989
N11 0.4403 -2.3212 0.7526
H21 1.6828 -1.4801 2.1114
H22 -6.4787 1.4540 -0.4062
N12 -2.9478 2.9935 1.1102
H23 3.9917 -2.1943 -4.4223
H24 -3.7615 3.0761 1.6949
C20 0.6233 -3.1883 2.7841
O4 -1.1513 -2.6150 -1.2070
H25 -0.9235 2.2218 0.1270
C21 -4.1222 0.0006 -0.5283
N13 -3.1120 -0.7871 -0.6456
H26 -1.4321 -1.6697 -3.7547
O5 -0.7410 -5.4486 3.8553
C22 -1.7921 1.5064 -4.3968
H27 5.1000 3.4701 7.1161
S3 1.5862 2.4633 -0.7081
H28 1.0096 -3.2924 3.7844
H29 -4.7904 1.7011 0.3691
C23 -5.6354 -1.6882 -1.3238
C24 1.6613 -0.3283 -2.8390
C25 5.6078 4.3443 5.2261
C26 3.1837 3.3331 4.3298

Values from the calculation:
orbital gap = 7.286 eV
energy above the lowest of the compared OMol25 structures with the same formula, charge and spin = 0.538 eV
total charge = +1